Version one
Entry from the OMol25 dataset: a cluster of 2 separate species, C3H9NS in total (wB97M-V/def2-TZVPD).

Last column: Mulliken charge in e.
CARTESIAN COORDINATES (ANGSTROEM)
C  -1.057  3.192  -0.806  -0.10
N  -1.168  1.889  -1.015  -0.15
H  -1.362  3.931  -1.531  0.26
H  -0.808  3.593  0.183  0.24
H  -0.762  1.237  -0.354  0.14
H  -1.268  1.381  -1.893  0.30
C  1.546  -2.101  0.980  -0.82
C  0.148  -1.834  0.449  -0.48
S  -0.199  -1.144  -1.198  -0.58
H  2.234  -1.292  0.603  0.25
H  1.876  -3.128  0.858  0.25
H  1.610  -2.011  2.146  0.24
H  -0.279  -1.016  1.024  0.15
H  -0.512  -2.698  0.552  0.30

**Frontier orbital gap**: 4.5 eV
**Highest occupied orbital energy**: -6.41 eV

Version two
Entry from the OMol25 dataset: a cluster of 2 separate species, C3H9NS in total (wB97M-V/def2-TZVPD).

Last column: Mulliken charge in e.
CARTESIAN COORDINATES (ANGSTROEM)
C  3.073  0.580  -0.775  -0.33
N  3.092  -0.483  -0.034  -0.48
H  3.429  0.435  -1.791  0.27
H  2.667  1.539  -0.428  0.27
H  2.627  -0.273  0.855  0.26
C  -1.047  0.163  -1.217  -0.54
S  -1.737  -0.691  0.270  -0.07
C  -1.324  0.772  1.442  -0.79
H  -0.055  0.605  -0.957  0.01
H  -1.672  1.075  -1.351  0.28
H  -1.196  -0.427  -2.135  0.30
H  -2.180  1.408  1.297  0.30
H  -1.353  0.287  2.425  0.29
H  -0.272  1.040  1.297  0.22

**Structure (SMILES)**: C=N.CSC
**Frontier orbital gap**: 9.4 eV
**Highest occupied orbital energy**: -8.58 eV

Version three
Entry from the OMol25 dataset: an isolated molecule of C3H9NS (wB97M-V/def2-TZVPD).

Last column: Mulliken charge in e.
CARTESIAN COORDINATES (ANGSTROEM)
C  -2.175  0.176  0.256  -0.75
C  1.039  1.213  -0.010  -1.02
C  1.403  -1.437  -0.168  -0.86
N  -1.239  -0.722  -0.091  -0.45
S  0.425  -0.306  0.825  0.15
H  -3.175  0.049  -0.270  0.30
H  -2.015  1.261  -0.036  0.20
H  -2.351  0.279  1.315  0.28
H  0.472  2.077  0.208  0.38
H  0.865  1.033  -1.001  0.36
H  2.086  1.373  0.204  0.37
H  2.558  -1.510  -0.097  0.31
H  1.144  -1.124  -1.124  0.34
H  0.963  -2.361  -0.010  0.38

**Frontier orbital gap**: 7.9 eV
**Highest occupied orbital energy**: -7.12 eV

Version four
Entry from the OMol25 dataset: an isolated molecule of C3H9NS (wB97M-V/def2-TZVPD).

Last column: Mulliken charge in e.
CARTESIAN COORDINATES (ANGSTROEM)
C  -2.374  0.420  0.120  -0.83
S  -1.049  -0.142  -0.944  -0.06
C  0.200  -0.784  0.236  -0.66
C  1.604  -0.477  -0.393  -0.67
N  2.033  0.919  -0.376  -0.54
H  -2.781  -0.387  0.731  0.28
H  -2.069  1.213  0.795  0.29
H  -3.208  0.869  -0.487  0.29
H  0.021  -0.373  1.201  0.37
H  0.156  -1.875  0.355  0.34
H  2.322  -1.080  0.070  0.39
H  1.462  -0.885  -1.405  0.31
H  2.453  1.067  0.526  0.24
H  1.229  1.515  -0.428  0.26

**Structure (SMILES)**: CSCCN
**Frontier orbital gap**: 9.6 eV
**Highest occupied orbital energy**: -8.60 eV

Q: Which of them is the least stable? A: version three.

Version one
Entry from the OMol25 dataset: a cluster of 2 separate species, C3H9NS in total (wB97M-V/def2-TZVPD).

Last column: Mulliken charge in e.
CARTESIAN COORDINATES (ANGSTROEM)
C  -1.454  -1.407  -1.503  -0.58
C  -0.914  1.054  -0.728  -0.74
C  1.111  -0.366  1.256  -0.87
N  1.628  0.795  0.556  -0.58
S  -1.480  0.183  -1.898  0.07
H  -1.187  -1.741  -0.455  0.16
H  -1.925  -2.072  -2.144  0.33
H  -0.698  2.122  -0.952  0.30
H  -0.906  0.789  0.351  0.38
H  0.725  1.171  -0.125  0.36
H  1.884  -0.788  1.887  0.34
H  0.327  -0.011  1.878  0.40
H  0.782  -1.192  0.672  0.22
H  2.109  1.462  1.206  0.21

**Frontier orbital gap**: 8.0 eV
**Highest occupied orbital energy**: -7.94 eV

Version two
Entry from the OMol25 dataset: an isolated molecule of C3H9NS (wB97M-V/def2-TZVPD).

Last column: Mulliken charge in e.
CARTESIAN COORDINATES (ANGSTROEM)
C  1.207  1.605  0.996  -1.52
C  0.846  0.320  0.292  0.81
N  1.431  -0.806  0.996  -0.73
C  -0.681  0.146  0.229  -1.00
S  -1.333  -0.722  -1.192  -0.19
H  0.823  2.464  0.451  0.39
H  2.292  1.696  1.024  0.40
H  0.830  1.606  2.016  0.34
H  1.137  0.372  -0.762  0.22
H  2.415  -0.657  1.192  0.21
H  1.360  -1.669  0.470  0.22
H  -1.000  -0.410  1.115  0.41
H  -1.149  1.129  0.358  0.33
H  -0.861  0.094  -2.108  0.10

**Structure (SMILES)**: C[C@@H](N)CS
**Frontier orbital gap**: 10.0 eV
**Highest occupied orbital energy**: -9.02 eV

Q: Which of them is the least stable? A: version one.

Version one
Entry from the OMol25 dataset: a cluster of 12 separate species, C5H32NO12 in total (wB97M-V/def2-TZVPD).

Last column: Mulliken charge in e.
CARTESIAN COORDINATES (ANGSTROEM)
O  -1.132  0.937  3.233  -0.45
C  0.011  0.681  3.477  -0.07
C  0.772  -0.594  3.143  -0.16
C  1.788  -0.365  2.009  -1.15
C  1.315  0.070  0.660  0.66
C  0.816  1.167  0.137  -0.41
N  0.991  -1.121  -0.239  0.41
H  0.688  1.341  4.045  0.32
H  0.024  -1.388  2.914  0.12
H  1.375  -1.026  3.953  0.42
H  2.549  0.390  2.348  0.47
H  2.438  -1.252  2.051  0.25
H  0.520  1.464  -0.885  0.25
H  0.729  2.032  0.799  0.02
H  1.819  -1.724  -0.276  0.39
H  0.829  -0.898  -1.245  0.18
H  0.218  -1.552  0.251  -0.16
H  -1.602  -2.453  1.281  0.27
H  -2.337  -1.287  1.995  0.28
O  -1.837  -1.514  1.201  -0.57
H  2.485  -3.887  -0.339  0.31
H  3.657  -3.472  0.495  0.31
O  3.116  -3.153  -0.252  -0.69
H  -0.372  4.213  -1.425  0.26
H  -0.686  5.187  -2.385  0.34
O  -0.598  4.220  -2.376  -0.66
H  1.943  4.643  2.225  0.27
H  0.325  4.707  2.030  0.30
O  1.151  4.255  1.856  -0.58
H  -2.689  -1.219  -1.670  0.30
H  -1.669  -0.662  -0.674  0.23
O  -1.739  -1.165  -1.506  -0.54
H  2.031  -2.437  -3.861  0.30
H  1.262  -1.186  -4.084  0.31
O  1.739  -1.650  -3.377  -0.60
H  -2.163  1.522  -1.421  0.21
H  -1.445  2.782  -2.011  0.41
O  -1.413  2.108  -1.290  -0.62
H  -0.239  -4.410  -0.192  0.37
H  0.343  -4.757  1.173  0.30
O  0.368  -4.067  0.499  -0.60
H  -1.339  1.447  -4.104  0.29
H  -1.109  0.363  -2.866  0.40
O  -1.172  0.554  -3.793  -0.67
H  -1.493  -4.259  -2.448  0.32
H  -1.313  -3.193  -1.429  0.36
O  -1.528  -4.141  -1.487  -0.70
H  -2.104  4.783  1.243  0.26
H  -1.121  3.505  1.247  0.30
O  -1.524  4.206  0.728  -0.55

**Net charge**: +1
**Frontier orbital gap**: 10.4 eV
**Highest occupied orbital energy**: -12.81 eV

Version two
Entry from the OMol25 dataset: a cluster of 11 separate species, C5H32NO12 in total (wB97M-V/def2-TZVPD).

Last column: Mulliken charge in e.
CARTESIAN COORDINATES (ANGSTROEM)
O  -0.274  -0.849  -1.517  -0.24
C  0.276  0.336  -1.862  -0.11
O  0.297  0.664  -3.017  -0.64
C  0.639  1.169  -0.676  0.50
C  1.024  2.603  -0.995  -1.05
C  1.171  3.581  0.150  -0.54
C  2.288  3.025  1.142  -1.02
N  -0.550  1.194  0.290  -0.03
H  -1.420  -2.027  -3.933  0.31
H  1.480  0.601  -0.224  0.39
H  0.470  3.049  -1.833  0.42
H  1.984  2.544  -1.479  0.47
H  1.597  4.521  -0.213  0.46
H  0.275  3.999  0.666  0.20
H  2.120  2.326  1.962  0.26
H  2.823  3.873  1.551  0.39
H  2.982  2.413  0.532  0.27
H  -1.275  1.893  0.072  0.08
H  -0.149  1.534  1.173  0.50
H  -0.808  0.245  0.570  0.49
H  -3.824  1.009  -2.568  0.32
H  -2.623  0.496  -1.820  0.30
O  -3.343  1.136  -1.741  -0.62
H  2.794  -0.984  2.564  0.30
H  1.742  -1.808  2.783  0.31
O  1.836  -0.843  2.432  -0.55
H  -2.044  0.862  3.085  0.27
H  -0.867  -0.104  3.221  0.39
O  -1.480  0.295  2.548  -0.66
H  -0.994  -4.159  1.025  0.31
H  -1.934  -3.051  1.711  0.30
O  -1.096  -3.514  1.743  -0.65
H  -2.159  3.322  -0.852  0.30
H  -3.255  3.571  0.217  0.28
O  -2.319  3.387  0.097  -0.64
H  0.872  -0.298  3.729  0.41
H  0.380  -0.182  5.262  0.29
O  0.273  -0.643  4.426  -0.71
H  -0.571  -1.352  -2.323  0.24
H  -2.641  -2.511  -2.961  0.28
O  -2.001  -1.837  -3.189  -0.63
H  0.937  -3.942  -2.648  0.27
H  -0.606  -4.295  -2.480  0.27
O  0.067  -3.614  -2.413  -0.50
H  0.542  -3.121  1.922  0.43
H  1.115  -3.621  3.227  0.33
O  1.391  -3.407  2.326  -0.74
H  2.838  -1.104  -1.669  0.28
H  3.166  0.164  -2.259  0.30
O  2.748  -0.165  -1.447  -0.59

**Net charge**: +1
**Frontier orbital gap**: 10.8 eV
**Highest occupied orbital energy**: -13.32 eV

Q: Which of them is the least stable? A: version one.

Version one
Entry from the OMol25 dataset: a cluster of 2 separate species, C3H6FO2S in total (wB97M-V/def2-TZVPD).

Last column: Mulliken charge in e.
CARTESIAN COORDINATES (ANGSTROEM)
C  1.895  0.093  0.060  -1.14
C  0.399  -0.252  0.408  -0.41
C  -0.607  0.523  -0.339  -0.05
O  -2.835  0.487  1.053  -0.63
O  -2.077  -1.646  -0.112  -0.63
F  -0.534  1.841  -0.175  -0.25
S  -2.388  -0.187  -0.232  0.41
H  2.487  -0.623  0.592  0.33
H  2.037  1.079  0.368  0.30
H  1.962  0.020  -0.998  0.36
H  -0.064  -0.097  1.489  0.32
H  -0.052  -1.260  0.119  0.31
H  -0.223  0.022  -2.233  0.08

**Net charge**: -1
**Frontier orbital gap**: 7.6 eV
**Highest occupied orbital energy**: -3.66 eV

Version two
Entry from the OMol25 dataset: a cluster of 2 separate species, C3H6FO2S in total (wB97M-V/def2-TZVPD).

Last column: Mulliken charge in e.
CARTESIAN COORDINATES (ANGSTROEM)
C  -0.462  -0.732  0.421  -0.76
C  -0.781  1.681  -0.183  -0.79
C  -1.245  0.508  0.193  0.60
O  2.310  0.771  -0.977  -0.58
O  2.351  -0.010  1.368  -0.66
F  -2.607  0.339  0.336  -0.31
S  3.080  0.040  0.064  0.24
H  -0.146  -1.155  -0.534  0.22
H  0.452  -0.494  0.973  0.18
H  -1.054  -1.471  0.960  0.32
H  2.899  -1.469  -0.415  -0.02
H  -1.427  2.521  -0.375  0.30
H  0.279  1.793  -0.318  0.26

**Net charge**: -1
**Frontier orbital gap**: 7.5 eV
**Highest occupied orbital energy**: -3.40 eV

Q: Which of them is the least stable? A: version one.

Version one
Entry from the OMol25 dataset: the ion C9H17N2 with charge +1 (wB97M-V/def2-TZVPD).

Last column: Mulliken charge in e.
CARTESIAN COORDINATES (ANGSTROEM)
C  1.224  2.579  -1.548  -1.18
C  -0.173  2.836  -1.385  0.02
C  -0.777  2.877  -0.185  -0.42
N  -0.166  2.721  1.004  -0.34
C  0.501  1.787  1.440  -0.12
N  0.727  0.371  1.064  0.04
C  -0.008  -0.239  0.147  -0.60
C  -0.178  -1.699  0.204  1.36
C  0.028  -2.376  -1.200  -1.19
C  -1.796  -1.681  0.538  -1.25
C  0.593  -2.363  1.364  -1.80
H  1.622  2.935  -2.566  0.33
H  1.399  1.539  -1.581  0.24
H  1.724  2.922  -0.721  0.45
H  -0.786  3.001  -2.238  0.43
H  -1.829  3.167  -0.149  0.33
H  0.973  1.835  2.465  0.34
H  1.331  -0.135  1.694  0.32
H  -0.501  0.341  -0.637  0.57
H  1.113  -2.363  -1.409  0.37
H  -0.418  -1.617  -1.933  0.32
H  -0.359  -3.385  -0.984  0.41
H  -2.043  -1.254  1.634  0.35
H  -2.266  -1.028  -0.255  0.38
H  -2.249  -2.697  0.449  0.38
H  0.201  -2.280  2.389  0.39
H  1.717  -2.332  1.175  0.43
H  0.395  -3.461  1.224  0.43

**Structure (SMILES)**: C\C=C/N=C\[NH+]=C\C(C)(C)C
**Net charge**: +1
**Frontier orbital gap**: 7.5 eV
**Highest occupied orbital energy**: -12.46 eV

Version two
Entry from the OMol25 dataset: a cluster of 2 separate species, C9H17N2 in total (wB97M-V/def2-TZVPD).

Last column: Mulliken charge in e.
CARTESIAN COORDINATES (ANGSTROEM)
C  -1.179  -2.113  1.997  -0.64
C  -0.282  -1.628  2.567  -0.02
C  0.131  2.606  -1.998  -0.83
C  0.966  1.729  -1.504  -0.09
C  -1.781  -0.322  -0.240  -1.45
C  0.620  1.287  2.111  -0.61
C  0.884  -1.902  -0.588  -0.84
C  0.812  0.233  -1.752  -0.46
C  -0.480  -0.096  0.367  -0.34
N  -0.310  0.922  1.253  0.12
N  0.799  -0.477  -0.370  0.15
H  -2.096  -2.465  1.594  0.45
H  0.188  3.678  -1.981  0.32
H  -0.823  2.243  -2.285  0.22
H  1.822  2.108  -0.920  0.31
H  -2.314  0.537  -0.585  0.45
H  -2.547  -0.902  0.346  0.25
H  -1.606  -0.927  -1.110  0.38
H  0.605  -1.445  3.250  0.36
H  1.555  0.838  1.997  0.28
H  0.346  2.064  2.724  0.33
H  0.354  -2.389  -1.395  0.34
H  1.899  -2.167  -0.739  0.43
H  0.380  -2.431  0.277  0.33
H  1.776  -0.047  -2.254  0.42
H  -0.076  -0.057  -2.378  0.37
H  -1.254  1.271  1.407  0.24
H  1.610  -0.150  0.208  0.53

**Net charge**: +1
**Frontier orbital gap**: 8.0 eV
**Highest occupied orbital energy**: -10.78 eV

Q: Which of them is the least stable? A: version two.

Version one
Entry from the OMol25 dataset: an isolated molecule of C4H5NOS (wB97M-V/def2-TZVPD).

Last column: Mulliken charge in e.
CARTESIAN COORDINATES (ANGSTROEM)
C  0.622  -0.998  -0.835  -0.20
C  -0.764  -1.324  -0.667  -0.16
C  0.393  1.286  -0.282  0.16
C  -0.560  0.764  0.808  -0.70
N  1.039  0.211  -0.813  -0.35
O  -0.282  1.407  -1.418  -0.58
S  -1.754  -0.085  -0.226  0.01
H  1.185  -1.806  -1.379  0.32
H  -1.243  -2.064  -1.218  0.39
H  1.044  2.052  0.026  0.43
H  -0.389  0.031  1.659  0.31
H  -1.069  1.648  1.279  0.35

**Frontier orbital gap (spin up / spin down)**: 7.1 / 7.4 eV
**Highest occupied orbital energy (spin up / spin down)**: -8.33 / -8.65 eV

Version two
Entry from the OMol25 dataset: an isolated molecule of C4H5NOS (wB97M-V/def2-TZVPD).

Last column: Mulliken charge in e.
CARTESIAN COORDINATES (ANGSTROEM)
S  -2.207  -0.216  0.042  -0.40
C  -0.548  0.059  -0.192  -0.07
N  -0.091  1.157  0.058  0.03
O  1.344  1.223  0.049  -0.32
C  1.714  -0.049  -0.421  -0.06
C  1.511  -0.972  0.650  -0.43
C  0.506  -1.005  -0.411  -0.14
H  -0.554  2.104  0.453  0.33
H  2.629  -0.062  -1.132  0.31
H  1.430  -0.683  1.792  0.20
H  2.066  -1.997  0.576  0.21
H  0.529  -1.988  -0.910  0.35

**Structure (SMILES)**: S=C1NO[C@H]2C[C@@H]12
**Frontier orbital gap**: 8.7 eV
**Highest occupied orbital energy**: -8.06 eV

Q: Which of them is the least stable? A: version one.